[1]
DFT (the ωB97M-V functional and the def2-TZVPD basis) results for a cluster of 12 separate species, C5H30O12 in total at a distorted geometry.

Cartesian coordinates (Å):
C  1.49835  1.03833  -0.46416
C  0.25946  0.65801  -0.83361
O  0.23304  -0.01514  -1.96098
C  -0.95944  0.89739  -0.05974
C  -1.30649  0.28403  1.13221
C  -2.58382  0.53347  1.88759
H  2.32870  0.95876  -0.94236
H  1.65394  1.37067  0.50558
H  -0.67517  -0.48683  -1.91584
H  -1.50171  1.70895  -0.57188
H  -0.39600  -0.38884  1.58151
H  -2.51260  1.59771  2.25987
H  -3.44988  0.42177  1.23709
H  -2.80922  -0.28752  2.48107
O  0.95555  2.86852  -2.59789
H  1.02914  1.90861  -2.58507
H  1.55798  3.15648  -3.26949
O  -1.37210  -3.72891  -1.96448
H  -1.44209  -2.96267  -2.37352
H  -0.43172  -3.77758  -1.56287
O  2.07613  -1.66716  -0.69156
H  1.36491  -1.21915  -1.21214
H  2.18345  -1.47604  0.32018
O  -1.75855  -2.61865  0.47407
H  -1.60364  -3.33422  -0.16761
H  -2.32620  -2.89123  1.07776
O  -0.20723  -2.87762  2.72653
H  0.55654  -2.47182  2.34313
H  -0.63883  -3.37950  1.91074
O  1.76624  4.05267  -0.10764
H  2.65281  4.16423  -0.26935
H  1.63281  3.35524  -0.76486
O  1.78764  2.30978  2.61504
H  1.66265  3.18883  2.84351
H  0.92755  1.85066  2.79718
O  -1.29735  3.84070  1.34510
H  -0.58450  4.51806  1.08901
H  -0.90215  2.99472  0.91827
O  -2.16620  -1.15042  -2.18754
H  -2.70108  -0.48138  -2.82040
H  -2.74183  -0.76537  -1.43912
O  2.25469  -0.98488  2.00318
H  3.23567  -0.73612  1.91741
H  1.68187  -0.20859  1.89221
O  0.93016  -3.58671  -2.20875
H  0.84726  -3.07021  -2.91742
H  1.29129  -3.11107  -1.46995

For the HOMO-LUMO gap, the calculation gives 8.69 eV. Its charge is 0. Its SMILES is C=C(O)/C=C/C.O.O.O.O.O.O.O.O.O.O.O. The value obtained for the HOMO energy is -0.3265 Ha.



[2]
DFT (the ωB97M-V functional and the def2-TZVPD basis) results for a cluster of 40 separate species, H80O40 in total at a distorted geometry.

Cartesian coordinates (Å):
H  -1.74244  5.16878  3.83684
H  -0.34150  5.13873  4.22067
O  -0.95265  4.58313  3.73220
H  1.77356  0.82632  1.98356
H  1.58819  2.09368  0.95250
O  1.44974  1.68614  1.77743
H  -3.57979  -0.93025  -4.46707
H  -4.97895  -0.83207  -4.73039
O  -4.24143  -0.28140  -4.60572
H  0.96016  -5.17062  0.74826
H  0.35594  -3.83727  0.14393
O  0.81209  -4.66082  -0.06563
H  0.11831  -3.19261  3.47024
H  -0.39559  -2.68667  4.76295
O  0.46917  -2.93128  4.39306
H  -0.07295  0.85199  4.97171
O  -0.51450  1.55582  5.49515
H  5.66546  -2.55433  1.46662
O  5.34224  -2.40171  2.37346
H  3.64038  -4.07720  -0.95023
H  2.51568  -3.85804  0.03751
O  3.32854  -3.42217  -0.32985
H  -1.96441  -1.61987  5.40406
H  -1.80510  -0.14931  5.96547
O  -2.34984  -0.98252  6.06934
H  1.49312  -1.47495  5.91074
H  2.25382  -0.38597  6.59112
O  1.50915  -0.51632  5.99884
H  7.00224  1.28658  -0.85963
H  5.57816  0.95266  -1.00060
O  6.27437  0.89311  -0.31509
H  1.96730  -3.70070  3.04326
O  2.51566  -4.55366  3.03013
H  -0.26639  0.39478  2.66124
H  -0.94452  0.82608  3.84274
O  -0.96388  0.02188  3.21988
H  -0.76225  3.09243  2.33879
H  -1.75063  2.64508  3.23668
O  -1.50529  2.52467  2.29184
H  -0.80435  -0.08228  -3.82038
H  -1.20683  0.61967  -4.99915
O  -1.46619  -0.13012  -4.49457
H  -5.45528  2.04023  -1.48327
H  -6.25110  2.08955  -0.10200
O  -5.78974  2.58343  -0.78366
H  0.81784  -1.88000  1.11866
H  -0.59218  -2.51877  1.51435
O  0.37808  -2.60632  1.54741
H  -2.37059  0.69763  -0.65799
H  -3.22724  1.88510  -0.06864
O  -3.10759  1.47630  -0.90041
H  -5.48609  1.40262  -3.54358
O  -5.90457  1.03880  -2.76502
H  -1.26856  -5.65459  0.36207
H  -0.41335  -6.12891  -0.77425
O  -1.05590  -6.43366  -0.15416
H  -0.82879  -2.73810  -5.29002
O  0.14704  -2.96914  -5.07242
H  -1.03533  1.62884  -1.31938
H  0.47300  2.23398  -0.94946
O  -0.12871  1.41926  -0.93062
H  -2.13256  -2.61245  -2.06991
H  -0.77283  -2.93731  -1.49910
O  -1.72739  -3.12107  -1.42094
H  -2.26163  2.71027  -2.43521
H  -2.50707  4.00108  -3.31786
O  -1.87490  3.45862  -2.89170
H  -0.60350  0.46859  0.51431
H  -1.90257  0.28118  1.43459
O  -1.52459  0.22496  0.55872
H  -5.47937  -1.75020  1.07301
H  -5.30714  -0.64675  2.06521
O  -5.48607  -0.78685  1.11455
H  2.28944  4.84902  -0.41861
H  0.94901  5.35425  -0.12155
O  1.36300  4.53074  -0.03758
H  1.51826  5.01739  -2.25183
H  0.43251  4.18653  -2.95532
O  1.35494  4.45674  -3.02649
H  2.81800  2.71195  -2.51727
H  3.55316  2.65652  -3.95079
O  3.27670  2.14683  -3.18090
H  -2.50640  -3.87210  0.45749
H  -3.62985  -3.71162  -0.44062
O  -3.49206  -3.86480  0.50183
H  0.80765  -1.12548  -1.65138
H  -0.43422  -0.03371  -1.57810
O  0.05410  -0.73365  -2.15189
H  2.44659  -0.98162  -0.32435
O  1.60963  -0.74377  0.02295
H  3.57383  -1.41061  1.63275
H  2.97933  -1.35266  2.92536
O  2.85932  -0.99799  2.06439
H  -5.90258  0.11829  -2.78200
H  -1.19604  1.02067  5.98619
H  0.06373  -2.23839  -4.42052
H  4.60677  -3.22734  2.32600
H  2.85840  -4.65932  2.13871
H  1.37782  -0.17155  -0.79622
O  -4.36628  3.00794  -2.83506
H  -4.68125  3.55054  -2.15596
H  -3.80380  2.48277  -2.24856
O  2.81975  -0.57264  -2.18972
H  3.28389  -1.34866  -2.16816
H  2.58133  -0.17709  -3.05117
O  2.89032  -1.73550  -4.47219
H  3.16065  -2.50506  -3.97053
H  2.53630  -2.04471  -5.32715
O  -4.10479  -1.90484  -1.46727
H  -3.91329  -1.04911  -0.99377
H  -4.88039  -1.62629  -1.89780
O  1.74000  5.33037  2.61655
H  1.42668  4.44936  2.69109
H  2.70434  5.10429  2.48893
O  4.27542  2.78131  -0.19829
H  4.12785  2.07630  0.53116
H  5.00876  3.15450  0.28245
O  5.75264  2.41338  -2.57054
H  5.87770  2.72359  -1.66198
H  4.84849  2.19210  -2.71632

For the HOMO-LUMO gap, the calculation gives 9.90 eV. Its charge is 0. The value obtained for the HOMO energy is -0.3818 Ha.



[3]
DFT (the ωB97M-V functional and the def2-TZVPD basis) results for a structure of composition C41H38N3O15PS2.

Cartesian coordinates (Å):
N  1.64326  -0.15127  0.69785
C  1.34847  -0.91881  -0.26372
N  1.74546  -0.75862  -1.60142
N  0.55338  -2.07614  -0.05419
C  -0.88897  -1.80885  -0.13867
C  -1.66131  -3.04967  0.28874
C  -3.14051  -3.04251  -0.10539
C  -3.84914  -1.72953  0.14935
O  -3.65969  -0.86313  -1.01319
S  -3.89224  0.71445  -0.94846
O  -4.80793  0.99096  -2.02870
O  -4.88291  0.76163  0.43432
P  -4.32547  1.55946  1.72730
S  -2.58892  1.11852  2.40176
H  2.26387  0.59306  0.38811
H  0.95404  -0.77899  -2.23496
H  2.19477  0.14782  -1.70741
H  0.76191  -2.40519  0.88444
H  -1.13567  -1.55031  -1.17261
H  -1.15483  -0.95898  0.50389
H  -1.16879  -3.93287  -0.12210
H  -1.60194  -3.13355  1.37897
H  -3.26092  -3.32571  -1.15422
H  -3.65606  -3.80217  0.48601
H  -3.47698  -1.25036  1.05412
H  -4.92079  -1.88164  0.26768
H  -4.49722  2.90153  1.36795
H  -5.39587  1.29891  2.58757
C  -6.54487  0.88346  -4.84327
C  -5.75944  1.84516  -5.31884
C  -6.01959  2.48124  -6.63294
O  -5.30583  3.36384  -7.05994
C  -7.19219  1.99722  -7.40705
C  -7.97668  1.03146  -6.93767
C  -7.71661  0.39823  -5.61708
O  -8.43703  -0.47792  -5.19136
H  -6.36212  0.41499  -3.88426
H  -4.89583  2.20496  -4.77436
H  -7.36136  2.47632  -8.36309
H  -8.83626  0.66069  -7.48152
C  3.27024  -4.86386  2.87850
C  4.59107  -4.73134  2.80273
C  5.24238  -3.40211  2.94092
O  6.44651  -3.28363  2.86217
C  4.36266  -2.22977  3.17254
C  3.04177  -2.36159  3.25390
C  2.39186  -3.68798  3.10840
O  1.18585  -3.80794  3.16747
H  2.77047  -5.81859  2.77492
H  5.25428  -5.57018  2.63382
H  4.85931  -1.27218  3.26399
H  2.37875  -1.51901  3.40551
C  -2.90123  5.92062  -1.27286
C  -3.46967  7.01463  -1.77136
C  -4.56516  6.92846  -2.77436
O  -5.07928  7.92770  -3.22543
C  -5.00449  5.57314  -3.19662
C  -4.43699  4.47969  -2.69584
C  -3.34166  4.56947  -1.69954
O  -2.82752  3.56621  -1.24903
H  -2.10097  5.95302  -0.54434
H  -3.17072  8.01364  -1.48064
H  -5.80348  5.53620  -3.92638
H  -4.73746  3.47691  -2.97230
C  5.09132  1.21324  -0.38123
C  6.39339  1.31302  -0.12708
C  7.03293  2.63951  0.06865
O  8.21879  2.73612  0.30294
C  6.16991  3.84663  -0.02570
C  4.86816  3.74038  -0.27579
C  4.23027  2.41455  -0.47355
O  3.03673  2.32428  -0.68902
H  4.60586  0.25423  -0.52361
H  7.04921  0.45504  -0.05178
H  6.66148  4.79945  0.12373
H  4.21239  4.59877  -0.34629
C  10.31715  -0.93780  0.26867
C  11.46612  -1.53178  0.57751
C  11.77671  -2.90434  0.10034
O  12.82194  -3.44741  0.38122
C  10.75559  -3.58783  -0.73727
C  9.60675  -2.99424  -1.04680
C  9.30156  -1.62520  -0.56644
O  8.25486  -1.07754  -0.84694
H  10.06352  0.06236  0.59903
H  12.22612  -1.05546  1.18349
H  11.00698  -4.58607  -1.07202
H  8.84584  -3.46854  -1.65321
C  -6.20646  -1.55029  5.79912
C  -5.76616  -1.68758  4.55193
C  -4.31396  -1.77836  4.25624
O  -3.90843  -1.89418  3.12001
C  -3.37085  -1.70853  5.39922
C  -3.81089  -1.57071  6.64666
C  -5.26261  -1.48183  6.94666
O  -5.66689  -1.35727  8.08156
H  -7.25865  -1.48319  6.04497
H  -6.43149  -1.74186  3.69893
H  -2.31944  -1.77204  5.14947
H  -3.14547  -1.51476  7.49860

For the HOMO-LUMO gap, the calculation gives 7.47 eV. Its charge is 0. The value obtained for the HOMO energy is -0.3340 Ha.



no.,LUMO (eV),E_tot (eV)
1,-0.197,-30236.8644
2,-0.487,-83194.2956
3,-1.622,-109268.5516